1.
C10H24ErFN3O3Si2 as an isolated structure. Source: the Open Molecules 2025 dataset; level of theory: wB97M-V/def2-TZVPD.

Computed properties:
**Multiplicity**: 4
**Frontier orbital gap (alpha / beta)**: 4.70 / 4.79 eV
**Molecular weight**: 476.75 g mol⁻¹
**Total charge**: +3
**Total energy**: -2478.2439 a.u.

Each line ends with the Mulliken spin population.
CARTESIAN COORDINATES (ANGSTROEM)
C (-1.469, -4.094, -2.574)  -0.005
C (-2.929, -3.991, -3.141)  -0.001
C (-3.570, -2.685, -2.638)  0.001
O (-4.633, -2.696, -2.156)  0.000
O (-2.838, -1.564, -2.801)  0.000
C (-3.102, -0.557, -1.751)  0.000
C (-2.199, 0.666, -2.044)  0.000
Si (-2.600, 1.979, -0.727)  0.000
O (-1.798, 1.585, 0.740)  0.000
Si (-0.426, 2.559, 0.983)  0.000
F (0.764, 2.216, -0.105)  -0.001
C (0.115, 2.335, 2.771)  0.001
C (1.406, 1.510, 2.999)  0.001
C (1.458, 0.118, 2.332)  0.022
C (2.652, 0.029, 1.330)  -0.014
N (3.929, 0.474, 1.956)  0.209
C (4.529, 1.545, 1.405)  0.001
N (5.869, 1.690, 1.518)  0.742
N (3.851, 2.527, 0.786)  0.071
H (-0.798, -3.534, -3.233)  0.000
H (-1.438, -3.638, -1.527)  0.002
H (-1.180, -5.193, -2.588)  -0.001
H (-3.524, -4.853, -2.825)  0.000
H (-2.827, -3.911, -4.231)  0.000
H (-4.147, -0.236, -1.758)  0.000
H (-2.866, -1.058, -0.799)  0.000
H (-2.346, 1.027, -3.068)  0.000
H (-1.154, 0.345, -1.904)  0.000
H (-4.034, 2.041, -0.425)  0.000
H (-2.116, 3.325, -1.077)  0.000
H (-0.884, 3.919, 0.678)  0.000
H (-0.767, 1.963, 3.313)  0.000
H (0.302, 3.347, 3.166)  0.000
H (2.269, 2.133, 2.735)  -0.004
H (1.488, 1.361, 4.085)  -0.001
H (1.704, -0.608, 3.125)  0.000
H (0.512, -0.227, 1.894)  -0.001
H (2.778, -1.046, 1.123)  0.002
H (2.434, 0.501, 0.369)  0.003
H (4.595, -0.293, 2.013)  -0.008
H (6.286, 0.911, 2.041)  -0.022
H (4.419, 3.367, 0.684)  -0.002
H (3.503, 2.229, -0.127)  0.000
Er (-1.220, -5.519, -0.547)  2.004

2.
C22H49N2OP3SY as an isolated structure. Source: the Open Molecules 2025 dataset; level of theory: wB97M-V/def2-TZVPD.

Computed properties:
**Multiplicity**: 1
**Frontier orbital gap (alpha / beta)**: 5.55 / 5.55 eV
**Molecular weight**: 571.54 g mol⁻¹
**ΔE to the lowest compared entry with this formula, charge and spin**: 27.8 kcal per mole
**Total charge**: +3
**Total energy**: -2512.0556 a.u.

Each line ends with the Löwdin charge.
CARTESIAN COORDINATES (ANGSTROEM)
Y (-0.053, -0.158, -0.460)  0.779
P (2.036, 1.573, 0.646)  0.745
P (-1.828, 2.039, -0.193)  0.745
P (0.711, 1.348, -2.807)  0.707
H (0.167, -4.918, 1.676)  0.050
C (-0.089, -5.086, 0.624)  -0.069
C (0.831, -5.078, -0.348)  -0.078
H (1.902, -4.942, -0.146)  0.062
C (2.512, 1.315, 2.400)  -0.258
C (1.837, 3.398, 0.676)  -0.246
C (3.689, 1.416, -0.143)  -0.252
C (-3.504, 1.568, -0.784)  -0.249
C (-2.199, 2.474, 1.552)  -0.247
C (-1.684, 3.708, -0.931)  -0.250
C (1.905, 0.374, -3.799)  -0.249
C (1.438, 3.020, -2.934)  -0.249
C (-0.674, 1.477, -3.998)  -0.245
H (-1.144, -5.297, 0.409)  0.065
H (0.551, -5.247, -1.394)  0.044
H (3.083, 0.386, 2.522)  0.048
H (1.618, 1.264, 3.036)  0.040
H (3.130, 2.161, 2.736)  0.067
H (0.833, 3.658, 1.033)  0.033
H (1.978, 3.830, -0.322)  0.035
H (2.578, 3.827, 1.365)  0.070
H (3.993, 0.360, -0.127)  0.052
H (4.431, 2.006, 0.415)  0.076
H (3.664, 1.753, -1.186)  0.025
H (-4.122, 2.468, -0.908)  0.073
H (-3.982, 0.894, -0.060)  0.050
H (-3.423, 1.047, -1.747)  0.036
H (-2.312, 3.563, 1.648)  0.066
H (-1.379, 2.148, 2.206)  0.035
H (-3.125, 1.987, 1.882)  0.044
H (-2.519, 4.320, -0.561)  0.075
H (-1.733, 3.659, -2.026)  0.040
H (-0.739, 4.182, -0.639)  0.034
H (1.912, 0.776, -4.823)  0.070
H (1.615, -0.683, -3.825)  0.028
H (2.909, 0.460, -3.363)  0.052
H (1.532, 3.283, -3.996)  0.077
H (2.431, 3.056, -2.470)  0.035
H (0.792, 3.759, -2.443)  0.033
H (-0.247, 1.523, -5.011)  0.069
H (-1.267, 2.381, -3.808)  0.045
H (-1.331, 0.600, -3.932)  0.018
C (-0.885, -2.552, -3.528)  -0.599
C (-1.822, -2.302, -4.549)  -0.092
C (-1.661, -2.889, -5.803)  -0.028
C (-0.570, -3.727, -6.054)  -0.008
C (0.374, -3.958, -5.047)  -0.026
C (0.220, -3.381, -3.788)  -0.107
S (-1.140, -1.829, -1.945)  0.855
H (0.617, -1.460, -1.598)  0.024
H (-2.677, -1.661, -4.330)  0.114
H (-2.393, -2.688, -6.584)  0.131
H (-0.456, -4.197, -7.031)  0.134
H (1.231, -4.602, -5.246)  0.132
H (0.939, -3.563, -2.991)  0.095
C (1.771, -2.428, 2.280)  -0.017
N (0.798, -1.859, 3.215)  -0.099
C (1.286, -1.563, 4.561)  -0.027
C (-0.339, -1.350, 2.699)  -0.409
O (-0.362, -1.059, 1.433)  -0.245
N (-1.455, -1.165, 3.412)  -0.087
C (-1.564, -1.383, 4.849)  -0.008
C (-2.726, -0.865, 2.747)  -0.010
H (2.560, -2.893, 2.876)  0.113
H (2.219, -1.656, 1.631)  0.072
H (1.300, -3.198, 1.653)  0.054
H (1.080, -0.520, 4.852)  0.099
H (0.856, -2.249, 5.305)  0.098
H (2.370, -1.708, 4.551)  0.103
H (-2.631, -1.363, 5.082)  0.107
H (-1.157, -2.358, 5.143)  0.106
H (-1.073, -0.578, 5.416)  0.107
H (-3.119, 0.097, 3.105)  0.096
H (-2.606, -0.824, 1.659)  0.072
H (-3.458, -1.647, 2.994)  0.119

3.
C18H27NO3 as an isolated structure. Source: the Open Molecules 2025 dataset; level of theory: wB97M-V/def2-TZVPD.

Computed properties:
**Multiplicity**: 1
**Frontier orbital gap**: 7.95 eV
**Molecular weight**: 305.42 g mol⁻¹
**ΔE to the lowest compared entry with this formula, charge and spin**: 414.8 kcal per mole
**Total energy**: -981.9385 a.u.

Each line ends with the Löwdin charge.
CARTESIAN COORDINATES (ANGSTROEM)
C (-2.167, -2.782, 2.388)  0.056
H (-1.433, -2.078, 2.839)  0.112
O (-2.286, -2.279, 0.953)  -0.085
C (-1.304, -2.285, 0.112)  -0.251
C (-0.017, -2.665, 0.332)  -0.073
C (0.917, -2.422, -0.407)  -0.359
C (0.563, -2.057, -1.578)  -0.089
C (-0.685, -1.672, -2.222)  0.047
C (-1.729, -1.830, -1.266)  -0.334
O (-2.929, -1.683, -1.535)  0.096
H (-3.579, -1.582, -0.726)  0.197
H (-1.030, -1.285, -3.199)  0.126
H (1.461, -1.981, -2.584)  0.205
C (2.430, -2.459, -0.022)  -0.178
N (2.977, -1.362, 0.390)  0.019
C (3.711, -0.542, -0.068)  -0.486
O (4.166, -0.910, -1.279)  -0.075
C (4.211, 0.661, 0.656)  -0.051
C (3.622, 2.101, 0.081)  -0.008
C (2.000, 2.052, 0.625)  -0.131
H (1.829, 1.458, 1.353)  0.007
H (1.589, 3.130, 0.834)  0.142
C (1.135, 1.518, -0.531)  -0.171
C (-0.329, 1.290, 0.067)  0.069
C (-1.303, 2.104, -0.788)  0.057
C (-2.622, 1.825, -0.049)  -0.403
C (-3.665, 1.437, -1.208)  -0.061
H (-4.658, 1.681, -0.872)  0.064
H (-3.714, 2.449, -1.756)  0.103
H (-3.386, 0.696, -1.708)  -0.039
C (-3.064, 3.158, 0.723)  -0.057
H (-3.045, 3.911, 0.022)  0.042
H (-4.059, 3.005, 1.176)  0.074
H (-2.417, 3.043, 1.591)  0.072
H (-2.799, 0.860, 0.620)  0.154
H (-1.118, 2.878, -1.285)  0.022
H (-0.377, 0.507, 0.501)  -0.028
H (1.159, 2.076, -1.196)  -0.032
H (1.515, 0.475, -0.870)  0.135
H (3.516, 2.248, -0.838)  0.014
H (4.093, 2.759, 0.794)  0.093
H (5.172, 0.911, 0.598)  0.063
H (4.029, 0.519, 1.679)  0.094
H (2.564, -1.179, 1.428)  0.242
H (2.909, -2.721, -1.010)  0.136
H (2.650, -3.422, 0.658)  0.178
H (0.298, -2.909, 1.528)  0.187
H (-3.067, -2.967, 2.813)  0.057
H (-1.733, -3.683, 2.237)  0.047

4.
C30H28HfN2OS5Si as an isolated structure. Source: the Open Molecules 2025 dataset; level of theory: wB97M-V/def2-TZVPD.

Computed properties:
**Multiplicity**: 1
**Frontier orbital gap**: 5.67 eV
**Molecular weight**: 799.48 g mol⁻¹
**ΔE to the lowest compared entry with this formula, charge and spin**: 16.1 kcal per mole
**Total charge**: +2
**Total energy**: -3672.7430 a.u.

Each line ends with the Löwdin charge.
CARTESIAN COORDINATES (ANGSTROEM)
Hf (-0.420, -1.490, -0.324)  1.311
C (3.576, -2.556, -1.883)  0.056
C (2.466, -2.799, -0.928)  -0.408
O (1.387, -2.116, -1.020)  -0.171
N (2.571, -3.678, 0.036)  0.150
C (1.476, -4.033, 0.941)  -0.076
C (1.164, -3.026, 2.026)  -0.230
C (1.616, -3.234, 3.312)  0.027
C (1.245, -2.357, 4.326)  0.018
C (0.410, -1.298, 4.024)  0.009
C (0.000, -1.132, 2.715)  -0.104
N (0.380, -1.959, 1.728)  -0.075
H (3.237, -1.893, -2.673)  0.108
H (3.933, -3.494, -2.309)  0.114
H (4.408, -2.085, -1.353)  0.112
H (3.458, -4.153, 0.143)  0.183
H (1.741, -4.984, 1.397)  0.147
H (0.585, -4.222, 0.335)  0.090
H (2.234, -4.094, 3.529)  0.134
H (1.591, -2.518, 5.338)  0.135
H (0.071, -0.605, 4.781)  0.132
H (-0.652, -0.313, 2.435)  0.084
C (-4.058, 0.802, -0.863)  -0.261
S (-2.846, -0.528, -1.070)  0.799
C (-3.786, -1.984, -1.287)  -0.974
C (-3.375, -3.134, -0.729)  -1.114
S (-2.045, -3.235, 0.404)  0.567
S (-4.256, -4.574, -1.148)  0.941
C (-5.438, -3.791, -2.185)  -1.461
S (-6.640, -4.570, -2.920)  0.687
S (-5.167, -2.063, -2.353)  0.946
H (-3.570, 1.726, -1.151)  0.031
H (-4.403, 0.845, 0.165)  0.071
H (-4.875, 0.594, -1.550)  0.040
C (4.543, 2.181, 0.918)  -0.063
C (4.219, 1.117, 0.084)  -0.079
C (2.890, 0.819, -0.166)  -0.122
C (1.853, 1.570, 0.400)  -0.287
C (2.201, 2.646, 1.216)  -0.083
C (3.533, 2.947, 1.476)  -0.058
Si (0.062, 1.200, -0.051)  0.649
C (-0.094, 1.471, -1.928)  -0.313
C (-0.227, 0.432, -2.846)  -0.196
C (-0.258, 0.621, -4.220)  -0.064
C (-0.150, 1.912, -4.717)  -0.050
C (0.003, 2.977, -3.839)  -0.047
C (0.040, 2.756, -2.471)  -0.083
C (-1.081, 2.305, 0.941)  -0.305
C (-1.010, 2.355, 2.339)  -0.132
C (-1.845, 3.183, 3.073)  -0.063
C (-2.763, 3.996, 2.424)  -0.056
C (-2.830, 3.989, 1.039)  -0.059
C (-1.994, 3.154, 0.309)  -0.125
H (5.579, 2.422, 1.115)  0.114
H (5.009, 0.541, -0.383)  0.102
H (2.655, 0.017, -0.859)  0.065
H (1.430, 3.271, 1.651)  0.099
H (3.781, 3.789, 2.108)  0.115
H (-0.312, -0.638, -2.564)  0.030
H (-0.368, -0.220, -4.891)  0.115
H (-0.176, 2.085, -5.784)  0.118
H (0.102, 3.983, -4.223)  0.119
H (0.180, 3.602, -1.807)  0.116
H (-0.263, 1.771, 2.869)  0.089
H (-1.767, 3.213, 4.152)  0.113
H (-3.407, 4.650, 2.995)  0.116
H (-3.519, 4.646, 0.526)  0.116
H (-2.035, 3.189, -0.774)  0.086

5.
C22H26IrN2O2S3Si as an isolated structure. Source: the Open Molecules 2025 dataset; level of theory: wB97M-V/def2-TZVPD.

Computed properties:
**Multiplicity**: 1
**Frontier orbital gap (alpha / beta)**: 6.61 / 6.60 eV
**Molecular weight**: 666.97 g mol⁻¹
**ΔE to the lowest compared entry with this formula, charge and spin**: 30.0 kcal per mole
**Total charge**: -1
**Total energy**: -2702.4479 a.u.

Each line ends with the Löwdin charge.
CARTESIAN COORDINATES (ANGSTROEM)
Ir (-1.757, 0.028, 0.129)  0.774
S (-3.464, 1.325, 0.939)  0.556
C (-4.900, 0.799, 0.099)  -0.704
C (-6.136, 1.403, 0.358)  -0.146
C (-7.279, 0.976, -0.287)  -0.125
C (-7.209, -0.055, -1.225)  -0.126
C (-5.989, -0.642, -1.503)  -0.144
C (-4.827, -0.229, -0.846)  -0.704
S (-3.283, -0.978, -1.222)  0.572
H (-6.182, 2.212, 1.077)  0.091
H (-8.229, 1.450, -0.069)  0.088
H (-8.103, -0.392, -1.736)  0.087
H (-5.918, -1.437, -2.236)  0.091
C (5.789, 0.271, -2.657)  -0.054
C (4.458, -0.361, -2.360)  -0.287
C (3.365, -0.160, -3.193)  -0.043
C (2.129, -0.728, -2.906)  -0.044
C (1.988, -1.510, -1.777)  -0.271
C (3.068, -1.724, -0.929)  -0.065
C (4.291, -1.150, -1.222)  -0.057
S (0.444, -2.326, -1.438)  0.583
O (0.820, -3.669, -1.054)  -0.314
O (-0.374, -2.130, -2.598)  -0.321
N (-0.236, -1.554, -0.205)  -0.226
C (-0.233, -1.959, 1.088)  -0.413
C (0.434, -2.993, 1.763)  -0.016
C (0.257, -3.092, 3.126)  -0.082
C (-0.564, -2.201, 3.818)  -0.086
C (-1.189, -1.209, 3.095)  -0.140
N (-1.023, -1.103, 1.780)  -0.071
H (5.751, 0.855, -3.576)  0.071
H (6.568, -0.485, -2.769)  0.077
H (6.092, 0.938, -1.848)  0.079
H (3.475, 0.456, -4.077)  0.110
H (1.276, -0.580, -3.554)  0.114
H (2.950, -2.352, -0.056)  0.111
H (5.133, -1.315, -0.558)  0.115
H (1.051, -3.687, 1.215)  0.092
H (0.768, -3.882, 3.664)  0.101
H (-0.712, -2.279, 4.885)  0.093
H (-1.849, -0.479, 3.544)  0.115
C (1.266, 1.027, 2.401)  -0.187
Si (1.014, 2.104, 0.874)  0.423
C (2.559, 1.896, -0.186)  -0.178
C (1.001, 3.895, 1.498)  -0.204
C (-0.557, 1.788, -0.083)  -0.450
H (2.134, 1.390, 2.960)  0.027
H (1.448, -0.014, 2.130)  0.015
H (0.400, 1.052, 3.063)  0.019
H (3.399, 2.456, 0.236)  0.026
H (2.397, 2.245, -1.207)  0.028
H (2.852, 0.848, -0.237)  0.001
H (1.939, 4.157, 1.997)  0.016
H (0.188, 4.045, 2.212)  0.022
H (0.849, 4.595, 0.673)  0.021
H (-0.327, 1.828, -1.154)  -0.008
H (-1.214, 2.633, 0.144)  -0.050

Which value of molecular weight does entry 2 give?
571.54 g mol⁻¹

The highest molecular weight belongs to which entry?
C30H28HfN2OS5Si